1.
A structure of composition C7H18MnO7 in a non-equilibrium geometry. Source: OMol25; level of theory: ωB97M-V with the def2-TZVPD basis set.

Output
* calculated total energy: -53205.915 eV
* E_HOMO (spin up / spin down): -0.2983 / -0.3352 Eh
* relative energy (zero: lowest compared OMol25 entry of this formula, charge and spin): 0.2053 eV

The geometry in ORCA input format:
```
! RIJCOSX wB97M-V def2-TZVPD def2/J DEFGRID3
* xyz 0 6
Mn -0.16102 -0.15413 -0.17939
C 0.15147 3.80119 -1.40988
C -0.10983 2.39162 -0.94374
O -0.16526 1.45658 -1.78905
O -0.19169 2.11897 0.28739
H -0.18819 4.50581 -0.64839
H -0.36314 4.04326 -2.33571
H 1.22716 3.92231 -1.53020
C 0.73664 -3.81470 -1.66147
C 0.11216 -2.55865 -1.12641
O -0.11178 -1.56243 -1.87292
O -0.07279 -2.39433 0.12051
H 0.85752 -4.57181 -0.89297
H 1.67551 -3.62418 -2.17483
H 0.04167 -4.19006 -2.42048
C -3.18417 0.63075 -0.45111
O -2.28094 -0.37969 0.00737
H -2.65289 1.31938 -1.09863
H -3.97738 0.15766 -1.03601
H -3.63244 1.17942 0.37825
H -2.71014 -0.93039 0.66678
C 2.83385 0.57429 0.66088
O 1.98352 -0.16129 -0.20472
H 3.60933 1.13410 0.13102
H 2.27482 1.36244 1.16641
H 3.26862 -0.06523 1.43028
H 2.55334 -0.78203 -0.67130
C -0.37493 -0.87484 3.06592
O 0.06008 0.04347 2.08171
H -1.27691 -0.55328 3.60107
H -0.64989 -1.79846 2.55473
H 0.39295 -1.10175 3.80891
H 0.32473 0.87602 2.48598
*
```

***

2.
A cluster of 4 separate species, C16H30FIN2O15P in total in a non-equilibrium geometry. Source: OMol25; level of theory: ωB97M-V with the def2-TZVPD basis set.

Output
* calculated total energy: -70875.885 eV
* E_HOMO: -0.1837 Eh

The geometry in ORCA input format:
```
! RIJCOSX wB97M-V def2-TZVPD def2/J DEFGRID3
* xyz -1 1
N 5.57013 1.65797 -2.61463
C 4.14793 2.15079 -2.88788
C 3.38764 2.37707 -1.44806
C 2.20369 1.23391 -1.14988
N 0.98184 1.39430 -2.02565
C -0.14371 2.14000 -1.34504
F -0.88382 1.15352 -0.49071
C -1.22370 2.82442 -2.42366
C -2.71951 2.97986 -1.69200
O -2.90704 3.80372 -0.62501
I -4.45601 1.88906 -2.46597
C 0.32331 3.35974 -0.35459
O 0.32114 3.17435 0.98711
O 0.71973 4.72648 -0.80251
P 0.47566 -0.24744 -2.55573
O 0.63366 -1.36086 -1.42108
O 1.41605 -0.62719 -4.01383
O -1.20795 -0.33021 -3.06632
H 5.99232 2.15780 -1.79868
H 5.57210 0.64043 -2.36039
H 3.55894 1.49696 -3.66018
H 4.28047 3.22904 -3.38273
H 4.18269 2.20712 -0.57409
H 2.94956 3.45810 -1.35531
H 2.72360 0.19910 -1.43961
H 1.96262 1.13359 0.00844
H -0.91211 3.94527 -2.69101
H -1.27061 2.25541 -3.44497
H 1.89427 0.21250 -4.29464
H -1.77468 -0.57949 -2.26773
C -6.08711 -1.62368 2.69006
O -5.49658 -0.66831 1.81094
C -4.95592 0.40727 2.43712
O -4.94140 0.60300 3.64228
O -4.43425 1.22723 1.49007
C -3.82680 2.40941 2.00751
H -6.48730 -2.44000 2.08244
H -5.33637 -2.03735 3.37108
H -6.91359 -1.17398 3.24978
H -2.98572 2.15693 2.66125
H -4.56293 3.02030 2.53995
H -3.44419 2.98988 1.16355
C 9.05830 -0.54665 1.82743
O 9.26539 0.76979 2.33578
C 8.48072 1.71848 1.76523
O 7.65060 1.53094 0.88962
O 8.77970 2.91190 2.33772
C 8.02476 4.01103 1.83147
H 9.73724 -1.22299 2.35407
H 8.03099 -0.87551 2.01449
H 9.29112 -0.58867 0.75850
H 6.95614 3.86434 2.01869
H 8.21628 4.15117 0.76271
H 8.34574 4.91315 2.35945
C -4.45131 -5.42869 0.79642
O -5.82074 -5.37043 0.40198
C -6.51051 -6.52069 0.60785
O -6.06070 -7.55108 1.08420
O -7.78738 -6.32581 0.19190
C -8.63561 -7.46156 0.34955
H -3.99758 -4.45608 0.58692
H -4.36689 -5.62390 1.87033
H -3.91566 -6.18981 0.21993
H -8.71844 -7.73802 1.40560
H -8.26720 -8.30393 -0.24481
H -9.63101 -7.19305 -0.01473
*
```

***

3.
A cluster of 2 separate species, C5H13N2O in total in a non-equilibrium geometry. Source: OMol25; level of theory: ωB97M-V with the def2-TZVPD basis set.

Output
* calculated total energy: -10416.139 eV
* E_HOMO: -0.5087 Eh
* relative energy (zero: lowest compared OMol25 entry of this formula, charge and spin): 2.0571 eV

The geometry in ORCA input format:
```
! RIJCOSX wB97M-V def2-TZVPD def2/J DEFGRID3
* xyz 1 1
C 1.74245 0.97545 1.68925
N 1.49344 1.42286 0.37014
C 0.44571 2.43091 0.14109
O 0.93831 1.01906 2.60994
H 2.82321 0.58209 1.78109
H 2.37962 1.68701 -0.02839
H -0.50239 2.04441 0.56282
H 0.32515 2.50534 -0.95202
H 0.70971 3.41738 0.60476
C -1.97530 -0.59390 -0.18284
C -0.97503 -1.62998 -0.57016
C -0.83534 -2.96111 -0.51209
N 0.26352 -0.85637 -1.05557
H -2.92385 -1.06250 0.11392
H -1.63122 -0.01285 0.68955
H -2.20903 0.10063 -1.01903
H 0.04424 -3.52450 -0.75853
H -1.62147 -3.58203 -0.02751
H 0.41670 -0.04202 -0.36917
H -0.00588 -0.45884 -1.97895
H 1.09746 -1.46106 -1.10831
*
```